1.
Formula: C35H38BClFeO3S
Source: the OMol25 dataset
Level of theory: ωB97M-V with the def2-TZVPD basis set

```
80
Properties=species:S:1:pos:R:3:forces:R:3:lowdin_charge:R:1
H 2.140 -2.331 1.408 0.0 0.2 -0.4 0.11
H 0.525 1.293 3.169 0.2 -0.5 -0.1 0.03
H -2.701 4.371 2.515 -0.2 -0.1 -0.2 0.07
C -0.511 -1.896 3.486 -0.2 0.2 -0.8 -0.27
O -1.828 -2.056 -2.379 -0.4 0.3 0.6 0.14
O -2.949 -0.860 -0.715 0.9 -0.9 -0.4 0.12
C -1.468 3.471 1.046 -0.2 -0.2 -1.5 -0.59
H -3.671 -3.763 -3.150 0.1 0.2 -0.2 0.09
H -2.804 0.471 -3.404 0.2 -0.4 -0.2 0.09
H -2.018 -0.677 -4.541 -0.2 0.0 0.3 0.10
H -0.156 -0.285 4.870 0.2 -0.1 -0.2 0.12
H 2.214 -2.237 -2.962 0.2 0.0 0.3 0.12
C 4.446 3.631 -0.050 -0.7 0.0 0.3 -0.10
C -2.787 3.687 1.661 -0.4 0.0 0.3 -0.12
H -4.440 0.764 -2.200 -0.1 -0.2 0.2 0.08
C 2.134 0.908 -1.742 -0.2 -0.7 -0.5 -0.07
H -3.478 4.099 0.923 0.0 0.0 0.1 0.08
Cl 6.690 3.777 1.420 0.6 0.2 0.2 0.68
C 0.420 0.977 0.295 -1.1 -3.8 -0.8 -0.20
H -4.031 -3.334 -0.799 -0.1 0.4 -0.2 0.10
H -0.946 -4.594 5.327 0.0 0.1 -0.3 0.09
C -3.615 -2.855 -3.760 -0.3 -0.3 0.0 -0.02
C 0.211 3.218 -0.573 2.1 -1.1 0.0 -0.05
H 5.042 3.935 -0.909 -0.1 0.1 0.3 0.11
C -4.681 -2.476 -1.044 -0.2 -0.1 0.0 -0.01
C 2.924 -1.763 0.916 1.6 0.1 0.3 -0.11
C -1.065 3.695 -0.285 -2.0 0.5 1.1 -0.10
Fe 2.936 -0.644 -0.715 -0.6 0.1 -0.2 0.27
C -0.712 -2.197 2.119 -0.3 0.1 0.8 0.00
B -1.839 -1.552 -1.114 -0.3 0.3 -0.5 -0.45
C 2.888 2.732 2.095 0.5 0.0 0.2 -0.08
H 3.900 -3.272 -0.466 -0.2 0.4 -0.1 0.12
C 4.792 -1.188 -0.393 0.3 -0.3 1.2 -0.13
C -3.944 -1.283 -1.662 -0.6 -0.1 0.1 -0.47
C 0.067 0.008 1.463 -0.2 0.6 -0.1 -0.14
C -0.562 -1.205 1.165 0.9 0.0 0.7 -0.04
C 2.091 -1.331 -2.384 -0.7 1.4 -0.1 -0.11
C 4.217 3.141 2.314 0.1 -0.1 -0.7 -0.09
H -5.114 0.164 -0.658 0.1 -0.1 -0.3 0.10
C 2.756 -0.064 -2.614 -1.5 0.1 0.0 -0.11
C 1.126 -1.128 -1.336 -0.1 0.6 -0.4 -0.10
H -1.723 4.204 -0.985 0.3 0.0 0.0 0.11
H 4.653 3.148 3.311 -0.1 -0.1 -0.2 0.11
C 0.826 2.350 0.531 2.6 2.3 -2.1 -0.52
C 5.015 3.500 1.218 -1.3 -0.3 0.2 -0.72
O -0.745 -2.752 4.513 0.1 -0.4 0.3 -0.10
C -4.879 -0.103 -1.696 -0.6 0.2 -0.6 -0.01
H -2.945 -3.029 -4.611 0.0 0.0 0.3 0.10
H 0.397 -1.881 -1.061 0.8 0.0 0.3 0.09
H 0.657 3.251 -1.562 0.0 0.3 0.2 0.11
H 2.884 0.200 2.034 -0.1 -0.1 -0.6 0.10
H -3.757 -0.412 -4.608 0.1 0.0 0.3 0.10
H 2.619 3.649 -1.143 0.2 -0.2 0.3 0.10
C 4.442 -0.042 0.419 0.3 -1.0 0.7 -0.11
C -0.147 -0.581 3.823 -0.3 -0.9 0.2 0.01
H -0.189 -4.609 3.697 -0.2 0.1 0.1 0.09
H 5.010 0.879 0.495 -0.3 -0.1 -0.2 0.10
H -4.607 -2.652 -4.180 0.1 0.0 0.2 0.10
C 2.326 2.748 0.812 -1.0 0.4 -0.5 -0.19
C -0.975 -4.164 4.321 0.1 0.8 -0.2 -0.06
H 5.678 -1.265 -1.018 -0.4 0.1 -0.1 0.11
H -3.203 2.740 2.031 0.0 0.1 0.0 0.08
C -2.905 -0.498 -3.918 0.0 0.3 -0.1 -0.01
C 0.191 0.313 2.829 0.3 0.1 -0.1 -0.08
C 3.855 -2.256 -0.086 0.7 0.4 1.1 -0.13
H -1.961 -4.338 3.872 0.2 0.0 0.0 0.09
H 2.235 1.972 -1.859 0.6 -0.4 0.3 0.08
H -5.806 -0.379 -2.202 -0.1 0.2 -0.1 0.10
H 2.315 2.424 2.970 0.1 -0.1 -0.3 0.09
C 3.078 3.368 -0.197 0.6 -0.1 0.1 -0.05
C 3.300 -0.403 1.232 1.0 -0.8 0.1 -0.11
H -5.463 -2.812 -1.732 0.1 -0.1 0.1 0.09
H -0.572 1.065 -0.160 -0.2 0.2 -0.1 0.15
S -0.118 3.052 1.979 -0.6 2.0 2.8 1.15
H 3.491 0.158 -3.381 -0.1 -0.1 0.3 0.11
H -5.180 -2.137 -0.127 0.2 -0.1 -0.1 0.10
H -1.041 -1.452 0.042 1.1 -0.1 0.8 0.06
H -1.063 -3.186 1.840 -0.1 0.1 -0.1 0.11
C -3.115 -1.671 -2.956 -0.3 0.4 -0.2 -0.44
C 1.223 0.254 -0.823 -0.6 0.0 -1.6 -0.19
```
Positions in Å, forces in eV/Å.

Calculated values
Gap between HOMO and LUMO (alpha / beta), eV: 4.38 / 5.58
Spin multiplicity: 5
Total charge: 0

2.
Formula: C6H13NO
Source: the OMol25 dataset
Level of theory: ωB97M-V with the def2-TZVPD basis set

```
21
Properties=species:S:1:pos:R:3:forces:R:3:lowdin_charge:R:1
C 1.526 0.100 -0.795 1.1 0.4 -2.9 -0.19
H 1.182 0.467 -1.867 0.8 -1.2 2.1 0.15
H 0.995 2.634 0.935 -0.5 0.6 -0.1 0.11
H -0.895 2.173 1.998 -0.4 -0.4 -2.6 0.14
C 1.234 0.832 0.251 0.1 -0.5 0.8 -0.17
H 0.536 2.666 -0.664 -0.5 0.2 -1.7 0.09
H -1.588 2.712 0.260 0.3 -1.5 1.7 0.13
C 0.392 2.082 0.195 1.7 -1.8 3.7 -0.23
H -1.055 -0.286 1.125 0.7 0.0 0.0 0.05
O -1.945 -3.137 -1.024 1.6 -0.5 -1.0 -0.03
C -1.669 0.527 0.756 -0.4 -0.8 -0.6 -0.15
H 1.475 -2.593 -0.868 -1.5 -0.1 -1.1 0.03
N 2.617 -0.846 -0.603 -1.1 -1.8 -0.9 -0.03
H -1.857 -2.329 -1.527 0.2 0.3 -0.3 0.02
C 2.403 -2.111 -0.745 2.0 0.4 4.4 -0.06
H -2.588 0.337 1.367 0.4 1.0 -0.7 0.08
H 3.050 -2.843 -0.026 -0.4 1.7 -2.5 0.11
H -2.697 -2.992 -0.503 -1.7 0.2 1.3 0.00
H -1.850 0.290 -0.313 -0.2 0.0 0.6 0.07
H 1.722 0.435 1.210 -0.9 1.1 -1.1 0.15
C -0.989 1.884 0.838 -1.2 2.8 1.2 -0.27
```
Positions in Å, forces in eV/Å.

Calculated values
Gap between HOMO and LUMO, eV: 9.56
Spin multiplicity: 1
Total charge: 0
Structure (SMILES): C=N/C=C/CCC.O
Relative energy (zero: lowest compared OMol25 entry of this formula, charge and spin), kcal/mol: 99.5

3.
Formula: C5H6O4Pt
Source: the OMol25 dataset
Level of theory: ωB97M-V with the def2-TZVPD basis set

```
16
Properties=species:S:1:pos:R:3:forces:R:3:lowdin_charge:R:1
O 3.022 -2.022 -0.080 -0.4 0.5 -0.1 0.19
O 3.780 -0.269 -1.288 0.0 0.4 -0.2 0.21
C 2.886 -0.974 -0.639 1.2 -0.9 0.6 -0.57
C 0.674 -0.692 0.011 -0.8 0.5 -0.2 0.02
C -2.738 1.896 0.515 -0.5 0.0 -0.5 -0.04
H 0.832 -0.919 1.069 0.0 -0.5 -0.4 0.16
H -0.673 -0.264 -1.635 -0.3 0.0 0.5 0.17
O 1.709 -0.281 -0.720 -1.1 0.4 -0.2 0.11
Pt -2.455 -0.771 1.097 -8.7 2.7 10.6 1.26
H -1.338 1.475 1.991 0.1 -0.3 -0.2 0.05
H 4.645 -0.699 -1.247 0.0 -0.2 0.0 0.16
H -3.257 1.629 -0.414 0.1 0.0 0.3 0.06
H -3.051 2.852 0.955 0.5 -0.1 -0.3 0.08
C -1.875 1.064 1.124 0.0 3.3 1.2 -0.37
C -0.614 -0.637 -0.601 3.2 -0.7 -1.3 -0.17
O -1.547 -1.389 -0.138 6.8 -5.2 -9.9 -0.32
```
Positions in Å, forces in eV/Å.

Calculated values
Gap between HOMO and LUMO (alpha / beta), eV: 7.02 / 6.46
Spin multiplicity: 4
Total charge: +1
Relative energy (zero: lowest compared OMol25 entry of this formula, charge and spin), kcal/mol: 8.5

4.
Formula: C31H26Cl4F4O2
Source: the OMol25 dataset
Level of theory: ωB97M-V with the def2-TZVPD basis set

```
67
Properties=species:S:1:pos:R:3:forces:R:3:lowdin_charge:R:1
O -0.969 -2.263 4.252 0.3 0.2 0.1 0.01
C 2.092 4.416 4.368 0.6 0.1 0.4 -0.02
Cl 2.632 -2.482 -3.175 0.0 -0.1 0.0 0.56
C -1.248 0.896 2.379 -0.4 -0.2 -0.3 -0.01
H 0.036 -8.142 1.963 -0.2 0.1 0.2 0.10
H -1.917 -0.469 5.930 -0.1 -0.1 -0.1 0.12
C -1.414 4.205 -7.357 -0.1 -0.2 0.4 -0.08
Cl 2.390 -4.508 -1.119 -0.2 0.0 0.1 0.56
C -0.591 -7.821 -0.047 0.5 -0.3 0.2 -0.10
C 2.370 -4.193 -2.849 0.1 -0.2 -0.4 -2.03
H -1.158 -7.192 -2.047 0.1 -0.2 0.0 0.10
C 1.488 3.219 2.384 -0.3 -0.2 -0.2 -0.02
H 3.360 3.407 5.732 0.2 -0.1 -0.1 0.10
C -0.970 -6.915 -1.019 -0.3 0.7 0.2 -0.08
H -0.529 2.400 -1.652 0.0 0.0 -0.1 0.10
H -0.439 -5.750 2.654 0.1 0.1 -0.1 0.12
C 1.204 1.428 -0.872 0.5 0.5 -1.0 -0.03
H -0.407 -8.865 -0.274 -0.1 0.1 -0.2 0.10
C -1.229 3.202 -5.208 0.2 -0.1 0.0 -0.29
C -1.887 1.692 3.316 0.0 -0.2 0.4 -0.33
C 2.213 2.112 2.812 -0.3 0.5 -0.2 -0.07
C 1.016 -0.952 -0.606 0.5 0.0 0.1 -0.07
C -0.217 5.337 -5.610 -0.5 -0.5 0.5 -0.08
C -0.868 0.311 -1.372 -0.1 0.0 -0.5 -0.09
C -0.937 -5.207 0.642 -0.4 0.1 0.3 -0.30
C -0.345 -7.410 1.264 -0.1 0.1 -0.4 -0.08
H 3.396 1.285 4.393 0.2 0.1 -0.1 0.10
C -0.556 -6.087 1.633 0.2 -0.3 0.1 -0.01
H -1.074 1.296 1.388 0.2 0.0 0.0 0.11
C -1.149 -5.576 -0.663 0.1 -0.2 -0.2 -0.05
F -1.190 -3.921 0.986 0.1 0.1 0.0 0.04
H -0.403 -1.065 2.010 -0.2 0.0 -0.3 0.11
H 0.342 6.180 -5.232 0.1 0.1 -0.1 0.10
C 1.385 4.328 3.195 0.3 0.0 -0.3 -0.29
C -0.080 1.452 -1.386 -0.7 0.2 0.8 -0.09
H -2.282 2.310 -6.851 0.2 -0.1 0.1 0.12
C -0.949 -0.423 2.689 0.5 0.0 0.4 0.00
H -2.311 3.557 3.692 0.0 -0.2 0.1 0.11
C 1.765 0.212 -0.571 -0.2 -0.4 0.8 -0.29
C -2.159 1.191 4.588 0.6 0.4 -0.1 -0.02
H 1.775 2.348 -0.839 0.2 -0.1 0.1 0.12
H 1.446 -1.876 -0.248 0.1 0.0 -0.1 0.09
H -2.553 1.882 5.326 -0.2 -0.2 0.1 0.11
C -1.777 -0.099 4.922 -0.1 0.0 0.0 -0.02
C 2.871 3.332 4.770 -0.4 0.1 -0.1 -0.08
H -1.921 0.380 -1.612 0.1 -0.1 -0.2 0.11
H -0.190 4.345 -3.715 0.0 -0.3 0.0 0.11
C -1.678 3.138 -6.504 -0.4 0.2 -0.6 -0.02
H 2.139 5.332 4.943 -0.4 0.0 0.0 0.12
C -0.507 4.275 -4.749 0.4 0.8 0.3 -0.02
C -0.293 -0.902 -1.040 -0.2 -0.2 0.4 -0.08
Cl 0.822 -4.683 -3.572 0.0 0.1 0.2 0.53
H -0.471 6.121 -7.577 -0.2 0.0 0.1 0.10
Cl 3.656 -5.150 -3.612 0.0 0.1 0.0 0.52
H 0.971 3.207 1.432 -0.1 0.0 0.1 0.10
H 2.132 1.212 2.219 0.4 -0.1 0.0 0.10
C 2.920 2.176 4.001 -0.3 -0.4 0.5 -0.09
F 3.026 0.149 -0.086 -0.1 0.1 -0.2 0.05
F 0.614 5.363 2.803 0.0 0.1 0.0 0.06
H -0.849 -1.831 -1.036 -0.2 0.1 0.0 0.10
O -2.216 2.960 2.944 0.0 0.3 -0.4 0.05
H -1.438 -4.806 -1.366 0.0 -0.1 -0.1 0.10
H -1.772 4.142 -8.375 0.0 0.2 0.0 0.10
C -0.713 5.313 -6.895 0.4 0.1 -0.8 -0.10
H -1.716 -2.774 3.927 0.0 0.0 -0.1 0.10
F -1.481 2.171 -4.377 -0.1 0.0 0.1 0.05
C -1.210 -0.923 3.957 -0.6 0.0 0.0 -0.32
```
Positions in Å, forces in eV/Å.

Calculated values
Gap between HOMO and LUMO, eV: 8.53
Spin multiplicity: 1
Total charge: 0
Structure (SMILES): ClC(Cl)(Cl)Cl.Oc1ccc(O)cc1.Fc1ccccc1.Fc1ccccc1.Fc1ccccc1.Fc1ccccc1
Relative energy (zero: lowest compared OMol25 entry of this formula, charge and spin), kcal/mol: 0.0

Number 1: calculated total energy -101466.34051 eV. Number 2: calculated total energy -9966.86048 eV. Number 3: calculated total energy -16702.90625 eV. Number 4: calculated total energy -97622.43838 eV.